The following is a DFT calculation (wB97M-V/def2-TZVPD) of C8H8ClN3 in the gas phase at a distorted geometry.

The geometry in ORCA input format:
```
! wB97M-V def2-TZVPD RIJCOSX def2/J DEFGRID3
* xyz 0 1
C 3.2202 0.0977 0.4209
C 2.9970 -0.2493 -0.8940
C 1.8985 0.3482 0.8579
C -2.8573 -0.6753 -0.4741
C -2.2847 -0.7488 0.7323
C -2.1054 -0.1094 -1.5000
C -0.9487 -0.1249 1.0764
C -0.3026 0.6020 -0.1893
N 1.7721 -0.0878 -1.2374
N -0.9134 0.4449 -1.4380
N 1.1238 0.2918 -0.2275
Cl -0.3448 2.3996 0.0360
H 4.1412 0.0390 0.9283
H 3.7706 -0.5413 -1.7395
H 1.4465 0.5090 1.7942
H -3.8199 -1.0647 -0.7189
H -2.8883 -1.0273 1.5358
H -2.6266 0.0559 -2.4987
H -1.0183 0.6731 1.9850
H -0.2599 -0.8325 1.5507
*
```

Values from the calculation:
E_tot: -934.004555 hartree
LUMO: -0.447 eV
structure (SMILES): Cl[C@@]1(n2cccn2)CC=CC=N1
HOMO-LUMO gap: 8.7 eV



The following is a DFT calculation (wB97M-V/def2-TZVPD) of a molecular structure, C20H32N4O2SSiV.

The geometry in ORCA input format:
```
! wB97M-V def2-TZVPD RIJCOSX def2/J DEFGRID3
* xyz 1 1
V 0.0422 -0.0892 0.6027
N -6.9756 -1.1664 2.2682
C -5.7448 -1.3761 1.7339
C -4.6032 -0.8092 2.3316
C -3.3598 -1.0034 1.7808
C -3.2308 -1.7685 0.6204
C -4.3510 -2.3359 0.0130
C -5.5945 -2.1421 0.5667
S -1.7083 -1.9514 -0.1623
O -0.6287 -1.8943 0.9234
O -1.6713 -3.1019 -0.9878
N -1.2946 -0.5905 -0.9222
C -1.9769 0.6091 -0.7679
N -1.1672 1.4787 -0.1315
C -1.6176 2.7138 0.0950
C -2.8778 3.0794 -0.3260
C -3.6459 2.0940 -0.9374
N -3.2078 0.8592 -1.1583
H -7.0636 -0.7603 3.1821
H -7.7629 -1.6882 1.9271
H -4.7092 -0.2313 3.2408
H -2.4904 -0.5774 2.2674
H -4.2331 -2.9290 -0.8832
H -6.4674 -2.5858 0.1063
H -0.9586 3.3935 0.6193
H -3.2553 4.0777 -0.1706
H -4.6568 2.3032 -1.2678
C 3.6700 0.2321 1.6015
Si 2.5341 0.1474 0.1140
C 2.8469 -1.5175 -0.7724
C 1.8210 -1.8938 -1.8449
C 4.2317 -1.4495 -1.4391
C 2.8751 -2.6275 0.2904
C 2.6996 1.7519 -0.9005
C 2.1267 2.9400 -0.1173
C 4.1975 2.0307 -1.1191
C 2.0035 1.6662 -2.2627
H 4.7046 0.0377 1.3093
H 3.3972 -0.5026 2.3591
H 3.6357 1.2181 2.0676
H 1.6840 -1.1165 -2.5975
H 0.8463 -2.1312 -1.4246
H 2.1580 -2.7966 -2.3621
H 4.2378 -0.7933 -2.3106
H 4.5023 -2.4507 -1.7865
H 5.0176 -1.1202 -0.7560
H 1.9281 -2.7162 0.8325
H 3.6726 -2.4816 1.0198
H 3.0489 -3.5900 -0.1984
H 2.5637 3.0343 0.8786
H 1.0451 2.8675 -0.0117
H 2.3458 3.8655 -0.6570
H 4.7370 2.1402 -0.1770
H 4.3067 2.9701 -1.6688
H 4.6909 1.2555 -1.7029
H 0.9401 1.4233 -2.1762
H 2.4645 0.9183 -2.9092
H 2.0790 2.6295 -2.7756
C 0.6764 0.8732 1.9105
H 0.5581 -0.1081 2.4571
H 0.9645 1.6858 2.5661
*
```

Values from the calculation:
E_tot: -2782.211216 hartree
LUMO (spin up / spin down): -3.739 / -3.816 eV
HOMO-LUMO gap (spin up / spin down): 7.6 / 7.6 eV



The following is a DFT calculation (wB97M-V/def2-TZVPD) of a molecular structure, C7H7I at a distorted geometry.

The geometry in ORCA input format:
```
! wB97M-V def2-TZVPD RIJCOSX def2/J DEFGRID3
* xyz 0 1
C 1.4938 2.5438 0.2553
C 0.1791 2.3899 0.3204
C 1.2706 0.2553 0.1244
C 0.1443 1.0131 0.2397
C 2.3430 1.3008 0.0245
C -2.1624 -2.7848 -0.1085
C -1.6811 -1.5646 -0.3273
I -2.6308 0.1507 0.1616
H 1.4305 -0.7768 0.0262
H 2.7645 1.3376 -1.0344
H 3.0950 1.2530 0.8387
H -0.6983 2.8785 0.3460
H -3.1572 -3.0070 0.3119
H -1.7397 -3.7425 -0.4384
H -0.6513 -1.2470 -0.7401
*
```

Values from the calculation:
E_tot: -568.343277 hartree
LUMO (spin up / spin down): -0.316 / -0.085 eV
HOMO-LUMO gap (spin up / spin down): 7.5 / 8.5 eV



The following is a DFT calculation (wB97M-V/def2-TZVPD) of a molecular structure, C3H4N2S at a distorted geometry.

The geometry in ORCA input format:
```
! wB97M-V def2-TZVPD RIJCOSX def2/J DEFGRID3
* xyz 0 1
C 0.0788 -1.8276 -0.6482
C 0.4993 0.8399 0.1527
C -0.5507 -0.1022 0.6415
N -0.8529 -1.1702 -0.0787
N 1.3593 -0.1299 0.7572
S 1.7040 -1.4682 -0.1326
H -0.0979 -2.6073 -1.3641
H 0.5429 0.9685 -0.9329
H 0.5612 1.7800 0.6895
H -1.0985 0.0900 1.5506
*
```

Values from the calculation:
E_tot: -624.331713 hartree
LUMO: 0.561 eV
HOMO-LUMO gap: 9.4 eV



The following is a DFT calculation (wB97M-V/def2-TZVPD) of 2 unconnected molecules or ions with the total composition C5H8O4 at a distorted geometry.

The geometry in ORCA input format:
```
! wB97M-V def2-TZVPD RIJCOSX def2/J DEFGRID3
* xyz 0 1
C 0.4110 -0.2336 -1.0432
C -0.7734 0.4336 -1.2251
C 0.4926 -1.6346 -0.5431
C -0.0233 0.5803 1.5070
C -0.8729 1.5741 0.5321
O 1.5412 0.3489 -1.4767
O -0.8300 -0.2195 2.2113
O 1.1690 0.6250 1.6859
O -2.0392 1.8084 0.7816
H 2.3123 -0.1871 -1.2485
H -0.3321 -0.6748 2.9117
H -0.7691 1.3057 -1.8600
H -1.6949 -0.1267 -1.2025
H -0.1391 2.3414 0.2331
H 1.2191 -1.6905 0.2715
H -0.4825 -1.9572 -0.1812
H 0.8112 -2.2933 -1.3539
*
```

Values from the calculation:
E_tot: -496.219742 hartree
LUMO (spin up / spin down): 0.297 / 0.297 eV
structure (SMILES): O=CC(=O)O.C=C(C)O
HOMO-LUMO gap (spin up / spin down): 9.2 / 9.2 eV



The following is a DFT calculation (wB97M-V/def2-TZVPD) of a molecular structure, C37H33BrCsN5O.

The geometry in ORCA input format:
```
! wB97M-V def2-TZVPD RIJCOSX def2/J DEFGRID3
* xyz 0 1
Cs -0.5821 0.0653 0.5897
C 1.6280 -2.0203 2.8744
C 0.8993 -3.0049 2.2196
C 1.2076 -3.3366 0.9067
C 2.2323 -2.6741 0.2435
C 2.9593 -1.6885 0.8969
C 2.6625 -1.3693 2.2150
H 1.3866 -1.7597 3.8972
H 0.0917 -3.5116 2.7323
H 0.6454 -4.1095 0.3974
H 2.4684 -2.9295 -0.7818
H 3.7573 -1.1705 0.3809
H 3.2398 -0.6113 2.7286
Br -1.3805 1.4995 -7.4423
C -0.6509 1.6957 -5.7086
C 0.1449 2.7932 -5.4196
C 0.6706 2.9408 -4.1469
C 0.3970 1.9959 -3.1575
C -0.3713 0.8809 -3.4814
C -0.9080 0.7319 -4.7495
N 0.8891 2.0579 -1.8313
C 1.2372 3.1701 -1.3367
C 1.7866 3.2697 0.0348
C 2.3798 4.4565 0.4482
C 2.8855 4.5338 1.7385
C 2.7499 3.4369 2.5682
C 2.1324 2.2972 2.0627
N 1.6774 2.1981 0.8236
H 0.3589 3.5240 -6.1870
H 1.3129 3.7866 -3.9413
H -0.5523 0.1323 -2.7216
H -1.5241 -0.1235 -4.9866
H 1.1571 4.1183 -1.8768
H 2.4339 5.3017 -0.2257
H 3.3562 5.4424 2.0899
H 3.1034 3.4534 3.5898
H 1.9894 1.4275 2.6950
N -1.3762 9.6586 4.4414
C -1.4758 8.5705 4.0805
C -1.6003 7.2147 3.6298
C -2.7750 6.4979 3.8604
C -2.8875 5.1935 3.4224
C -1.8351 4.5635 2.7410
C -0.6629 5.3022 2.5214
C -0.5409 6.6059 2.9557
C -1.9419 3.2187 2.2829
C -2.0718 2.0661 1.8713
H -3.5955 6.9700 4.3841
H -3.7972 4.6371 3.6015
H 0.1543 4.8258 1.9997
H 0.3708 7.1618 2.7770
C -0.8217 -4.1938 -3.2725
C -1.5522 -3.2961 -4.2587
N -2.9538 -3.6547 -4.4319
C -3.2404 -4.9046 -5.1394
C -3.8543 -5.9588 -4.2325
C -4.0112 -2.8278 -4.2041
O -5.1402 -3.0990 -4.5820
C -3.7813 -1.5794 -3.4030
C -4.3579 -0.3857 -3.8193
C -4.1784 0.7452 -3.0418
C -3.4429 0.6451 -1.8700
N -2.9306 -0.5078 -1.4337
C -3.0986 -1.5850 -2.1944
H 0.2217 -3.8864 -3.1849
H -0.8355 -5.2348 -3.5977
H -1.2792 -4.1479 -2.2828
H -1.0643 -3.3496 -5.2378
H -1.4909 -2.2584 -3.9416
H -2.2987 -5.2586 -5.5618
H -3.9154 -4.6847 -5.9671
H -3.1855 -6.2058 -3.4065
H -4.0536 -6.8726 -4.7940
H -4.7971 -5.6002 -3.8224
H -4.9383 -0.3605 -4.7325
H -4.5951 1.6986 -3.3358
H -3.2689 1.5149 -1.2436
H -2.6836 -2.5135 -1.8121
*
```

Values from the calculation:
E_tot: -4372.837281 hartree
LUMO: -0.747 eV
HOMO-LUMO gap: 6.5 eV



The following is a DFT calculation (wB97M-V/def2-TZVPD) of a molecular structure, C19H18NOPmSe at a distorted geometry.

The geometry in ORCA input format:
```
! wB97M-V def2-TZVPD RIJCOSX def2/J DEFGRID3
* xyz 0 5
C 0.4202 -1.6220 3.8430
C -0.8924 -1.8443 3.3585
C -0.7930 -2.2172 2.0025
H -1.8040 -1.7461 3.9234
C 0.5721 -2.2177 1.6519
C 1.3294 -1.8509 2.7830
H 2.4019 -1.7657 2.8348
H 0.6808 -1.3353 4.8470
H -1.6128 -2.4340 1.3421
H 0.9632 -2.4089 0.6651
C -0.9672 2.1537 2.5373
C -0.6320 1.6635 3.8101
C 0.7723 1.4919 3.8585
H -1.3245 1.4287 4.6013
C 1.3092 1.8796 2.6094
C 0.2249 2.2820 1.7934
H 0.2848 2.5918 0.7633
H -1.9598 2.3466 2.1707
H 1.3366 1.1345 4.7023
H 2.3524 1.8861 2.3405
Pm 0.0000 0.0000 2.2474
O -0.3106 -0.1518 -1.7420
C -1.4114 -0.9189 -2.2190
C -0.1338 -0.9175 -2.9385
H -1.6877 -1.7727 -1.6077
H -2.2380 -0.3446 -2.6252
H 0.5038 -1.7886 -2.8114
H 0.8030 -1.9063 -5.2492
C 0.5371 -0.8592 -5.3289
C 0.0527 -0.1845 -4.2114
C -0.2678 1.1657 -4.3219
H -0.6147 1.6968 -3.4461
C -0.1154 1.8242 -5.5317
H -0.3615 2.8754 -5.6042
C 0.3572 1.1433 -6.6456
H 0.4772 1.6601 -7.5885
C 0.6850 -0.2009 -6.5403
H 1.0628 -0.7366 -7.4011
Se 0.0000 0.0000 7.3172
C 0.0000 0.0000 5.5630
N 0.0000 0.0000 4.2474
*
```

Values from the calculation:
E_tot: -3874.054485 hartree
LUMO (spin up / spin down): -0.207 / -0.080 eV
⟨S²⟩: 6.033
HOMO-LUMO gap (spin up / spin down): 5.9 / 5.9 eV